[1]
The following is a quantum chemistry calculation of a 4-piece molecular cluster, C8H24O4 overall at a distorted geometry, from the OMol25 dataset.

The geometry in XYZ format:
```
36
Properties=species:S:1:pos:R:3:forces:R:3:mulliken_spin:R:1
C 1.587 -3.545 3.130 1.2 -0.2 -0.4 0.000
C 2.223 -3.755 1.699 -0.3 -1.0 1.5 0.002
O 3.551 -3.203 1.561 -1.7 0.2 0.1 0.003
H 0.524 -3.787 3.147 -0.1 0.2 -0.3 0.000
H 1.794 -2.549 3.522 -0.3 0.3 -0.4 0.000
H 2.004 -4.159 3.928 0.3 -0.4 -0.4 0.000
H 1.440 -3.477 0.994 0.4 1.1 -0.5 0.000
H 2.294 -4.814 1.451 0.1 -0.4 0.5 0.001
H 3.656 -3.059 0.618 0.4 0.1 -0.1 0.000
C -0.628 3.598 0.774 -1.5 0.2 -0.9 0.000
C -1.347 4.159 -0.504 1.2 0.0 1.5 0.000
O -0.862 3.470 -1.647 -0.3 0.1 -0.4 0.000
H 0.455 3.683 0.855 -0.2 0.7 -0.3 0.000
H -0.794 2.521 0.802 -0.4 -0.2 0.3 -0.005
H -1.175 4.106 1.569 0.5 -0.3 0.6 0.000
H -1.176 5.235 -0.536 0.5 0.0 -0.5 0.000
H -2.433 4.111 -0.418 0.0 -0.5 0.1 0.000
H -1.595 2.960 -2.001 -0.1 0.2 -0.3 0.000
C 0.856 1.479 -3.784 0.2 0.5 0.9 0.000
C 0.361 0.449 -2.779 0.0 0.0 -0.8 0.001
O 0.205 0.917 -1.445 0.1 -0.6 0.2 0.001
H 0.186 2.320 -3.962 -0.4 -0.4 -0.5 0.000
H 1.212 0.944 -4.664 -0.3 0.4 -0.2 0.000
H 1.698 1.998 -3.325 0.4 -0.3 -0.1 0.000
H 1.119 -0.331 -2.853 -0.2 -0.3 0.7 0.000
H -0.606 0.038 -3.071 0.0 -0.3 -0.4 -0.001
H 0.047 1.862 -1.506 0.0 0.7 0.2 -0.001
C -1.539 -1.847 1.732 0.4 -0.3 1.1 0.046
C -1.407 -0.911 0.586 -2.3 0.0 1.1 0.150
O -2.634 -0.865 -0.085 1.3 -0.7 0.4 0.622
H -0.657 -1.850 2.372 0.3 0.1 -0.4 0.002
H -1.669 -2.873 1.386 -0.4 0.0 0.2 0.005
H -2.332 -1.496 2.392 -0.4 -0.3 -0.2 0.016
H -0.628 -1.365 -0.027 0.8 0.0 -1.2 0.133
H -1.125 0.129 0.750 0.7 0.3 -0.2 0.037
H -2.607 -0.094 -0.657 -0.2 0.9 -0.8 -0.014
```
Forces are in eV/Å.

E = -16863.23373 eV
energy above the lowest of the compared OMol25 structures with the same formula, charge and spin = 2.051 eV
2S+1 = 2
charge = +1
LUMO (spin up / spin down) = -3.669 / -9.997 eV
HOMO-LUMO gap (spin up / spin down) = 9.1593 / 2.7975 eV


[2]
The following is a quantum chemistry calculation of C3H3AgLiO3 as an isolated structure at a distorted geometry, from the OMol25 dataset.

The geometry in XYZ format:
```
11
Properties=species:S:1:pos:R:3:forces:R:3:mulliken_spin:R:1
O -0.829 -0.482 0.308 2.9 2.1 4.0 0.096
C 0.143 0.373 0.989 -3.3 0.0 -3.2 0.536
C 0.592 1.310 0.034 0.4 0.6 1.4 0.065
O 0.801 -0.523 -1.137 1.8 0.2 -0.3 0.260
C -0.364 -0.923 -0.920 -2.5 0.3 -2.0 -0.038
O -1.271 -1.467 -1.575 4.2 0.6 -0.8 0.014
Ag -2.608 -1.582 -0.061 -4.8 -1.7 1.7 0.014
H -0.012 0.496 2.059 0.4 -0.2 0.1 0.011
H 1.384 2.014 0.294 0.5 -0.5 0.0 0.019
H -0.007 1.794 -0.741 -0.3 -1.0 -0.3 0.020
Li 2.171 -1.011 0.750 0.5 -0.3 -0.5 0.003
```
Forces are in eV/Å.

E = -13484.19600 eV
energy above the lowest of the compared OMol25 structures with the same formula, charge and spin = 3.923 eV
2S+1 = 2
charge = +2
LUMO (spin up / spin down) = -10.284 / -12.583 eV
HOMO-LUMO gap (spin up / spin down) = 8.4221 / 6.0438 eV


[3]
The following is a quantum chemistry calculation of C24H43ClIrN4O as an isolated structure at a distorted geometry, from the OMol25 dataset.

The geometry in XYZ format:
```
74
Properties=species:S:1:pos:R:3:forces:R:3:mulliken_spin:R:1
Ir -0.244 0.215 1.260 1.3 0.0 -0.9 4.702
Cl 1.262 0.726 -0.360 1.2 0.2 -1.2 -0.071
C 0.426 1.186 5.214 0.5 0.3 0.7 0.293
C 0.105 0.895 3.018 1.1 1.3 2.3 -1.223
N 0.704 0.375 4.149 -0.5 0.6 -0.8 1.308
H -0.645 3.113 5.267 0.0 0.0 0.3 -0.233
N -0.443 2.082 3.418 0.3 -0.7 0.4 1.480
H 0.835 1.005 6.194 -0.2 0.0 -0.1 0.324
C 1.682 -0.724 4.157 0.2 -0.3 0.0 -5.301
C 2.228 -0.930 5.566 0.2 -0.4 0.5 2.332
C 1.037 -2.009 3.671 -0.1 -0.3 0.0 1.011
H 1.439 -1.202 6.281 0.0 0.1 -0.2 0.133
H 2.910 -1.794 5.555 -0.1 0.3 -0.1 -0.272
H 2.785 -0.088 6.004 -0.2 -0.1 -0.4 -0.100
H 3.429 -1.319 3.055 -0.1 0.3 0.1 -0.176
H 3.399 0.434 3.429 0.0 0.0 0.1 0.050
H 0.760 -1.894 2.605 -0.1 -0.2 0.4 0.419
C 2.789 -0.430 3.157 0.4 0.2 -0.4 1.166
H 0.178 -2.267 4.301 0.0 -0.1 -0.3 0.068
H 1.789 -2.809 3.744 -0.4 0.1 0.0 -0.445
H 2.355 -0.221 2.170 0.1 -0.1 0.2 0.218
C -0.290 2.236 4.771 0.1 0.2 0.0 -0.087
C -2.738 2.260 2.750 -0.5 -0.1 0.0 1.002
H -3.145 2.445 3.751 0.0 -0.2 -0.2 -0.266
H -3.394 2.710 1.996 -0.1 -0.1 0.3 -0.043
C -1.361 2.888 2.616 -0.2 -0.3 0.1 -4.916
H -1.818 3.464 0.649 0.6 -0.1 0.0 0.126
C -1.364 4.311 3.129 -0.4 0.4 -0.3 2.050
H -0.372 4.776 3.064 -0.2 -0.1 0.0 0.098
H -2.680 1.177 2.548 -0.1 0.6 0.2 0.281
H -1.086 1.872 0.642 -0.1 0.8 0.2 0.223
H -1.744 4.389 4.151 0.0 0.1 -0.1 -0.257
H -2.060 4.870 2.490 0.2 0.1 0.2 -0.111
C -1.007 2.898 1.145 0.0 -0.2 -0.4 0.941
H -0.023 3.346 0.967 -0.2 -0.2 -0.2 -0.209
C 0.779 -1.930 -5.088 -0.2 0.2 0.3 0.037
N 0.457 -2.073 -3.723 0.2 0.6 -1.3 0.001
H 0.183 -0.400 -6.506 -0.2 -0.2 0.4 -0.019
N -0.602 -0.344 -4.431 0.9 -0.5 -0.6 0.103
H 1.480 -2.533 -5.638 -0.2 -0.1 0.1 0.005
C 1.324 -2.920 -2.911 0.4 0.2 0.3 -0.061
C 1.617 -4.192 -3.694 0.1 -0.5 0.1 0.032
C 2.627 -2.164 -2.675 0.4 0.1 0.2 0.111
H 2.228 -3.999 -4.586 -0.2 -0.1 0.3 0.001
H 2.195 -4.872 -3.058 -0.1 0.1 -0.1 -0.012
H 0.685 -4.697 -3.974 0.2 0.1 -0.1 0.005
H 1.497 -3.889 -1.059 -0.4 0.3 0.0 -0.017
H -0.188 -3.804 -1.629 0.0 0.3 0.1 -0.038
H 2.436 -1.301 -2.026 0.1 -0.1 -0.2 -0.033
C 0.746 -3.239 -1.548 0.1 -0.4 0.3 -0.054
H 3.083 -1.824 -3.614 -0.1 0.0 0.1 0.007
H 3.337 -2.835 -2.176 0.0 0.2 0.0 0.001
H 0.625 -2.331 -0.943 -0.2 -0.3 -0.2 0.059
C 0.122 -0.848 -5.520 0.0 -0.1 -0.2 -0.016
C 0.115 1.962 -4.320 0.3 0.3 0.0 0.195
H 0.884 1.799 -5.085 -0.1 -0.1 0.2 0.005
H -0.222 3.003 -4.393 0.1 -0.1 0.0 -0.036
C -1.083 1.037 -4.514 0.2 0.4 0.2 -0.667
H -2.228 2.483 -3.495 0.0 -0.4 0.2 -0.033
C -1.667 1.253 -5.901 -0.5 0.3 -0.3 0.196
H -2.457 0.520 -6.108 0.2 0.1 0.0 -0.015
H 0.541 1.796 -3.324 0.0 0.1 -0.2 0.052
H -1.700 1.138 -2.446 -0.2 -0.2 -0.1 0.002
H -0.905 1.209 -6.686 -0.2 0.0 0.1 0.003
H -2.110 2.254 -5.963 0.0 -0.1 0.1 0.012
C -2.087 1.389 -3.436 -0.4 0.3 -0.1 0.271
H -3.064 0.925 -3.625 0.3 -0.1 0.3 -0.039
C -0.325 -1.043 -3.293 -0.3 -0.1 0.3 0.038
C -2.345 -1.311 2.261 -0.9 -0.9 0.9 -0.076
C -1.835 -0.785 0.959 -1.7 -1.2 -2.8 0.456
O -2.354 -1.020 -0.138 -0.1 0.1 1.7 0.001
H -3.296 -0.837 2.536 0.1 0.0 -0.1 0.080
H -2.547 -2.384 2.151 0.1 0.1 0.0 -0.023
H -1.641 -1.177 3.091 -0.3 0.0 -0.2 -0.050
```
Forces are in eV/Å.

E = -48948.39095 eV
2S+1 = 6
charge = -2
LUMO (spin up / spin down) = 3.929 / 3.862 eV
HOMO-LUMO gap (spin up / spin down) = 1.3997 / 7.4597 eV


[4]
The following is a quantum chemistry calculation of C5H11N2O as an isolated structure at a distorted geometry, from the OMol25 dataset.

The geometry in XYZ format:
```
19
Properties=species:S:1:pos:R:3:forces:R:3:nbo_charge:R:1
C -2.346 -1.048 0.054 0.1 1.3 -3.3 -0.017
O -3.569 -0.731 -0.396 0.1 1.1 1.1 -0.921
C -1.289 0.036 0.602 1.3 2.3 0.1 -0.045
C 0.113 -0.613 0.473 -0.4 -3.2 -1.3 -0.507
C 1.463 -0.059 0.855 0.8 1.3 -5.0 -0.149
C 2.352 0.116 -0.380 -5.2 -2.9 1.3 -0.305
N 2.889 1.297 -1.224 -0.5 -0.4 1.6 -0.666
N -1.320 1.269 -0.212 -2.6 -0.6 0.3 -0.894
H -2.319 -1.714 0.861 0.0 -2.1 1.4 0.092
H -1.849 -1.426 -0.942 0.6 -0.2 1.7 0.074
H -1.316 0.303 1.708 -0.9 -0.3 -1.0 0.143
H -0.251 -1.589 0.966 1.4 0.6 -0.5 0.217
H 0.157 -0.752 -0.665 0.1 -0.5 1.6 0.207
H 1.641 0.470 1.758 0.1 0.8 0.5 0.182
H 2.530 -0.773 -1.010 -1.0 0.3 0.3 0.187
H 3.289 0.573 -0.187 4.2 1.7 1.1 0.350
H 2.458 2.070 -0.714 0.2 0.4 0.0 0.318
H -2.160 1.129 -0.844 1.3 0.4 0.6 0.391
H -0.474 1.442 -0.703 0.5 -0.1 -0.6 0.342
```
Forces are in eV/Å.

E = -10383.69827 eV
energy above the lowest of the compared OMol25 structures with the same formula, charge and spin = 6.840 eV
charge = -1
LUMO = 2.091 eV
HOMO-LUMO gap = 4.7891 eV


[5]
The following is a quantum chemistry calculation of C19H15N11Zn as an isolated structure, from the OMol25 dataset.

The geometry in XYZ format:
```
46
Properties=species:S:1:pos:R:3:forces:R:3:nbo_charge:R:1
Zn -0.123 -1.915 -0.703 0.1 0.0 0.1 1.670
C -4.522 -1.819 -0.464 0.0 0.0 0.0 0.032
C -3.236 -2.263 -0.748 0.0 0.0 0.0 0.036
N -2.189 -1.452 -0.613 -0.1 0.0 0.0 -0.566
C -2.412 -0.195 -0.187 0.0 0.0 0.0 0.133
C -3.704 0.217 0.107 0.0 0.0 0.0 0.045
N -4.750 -0.589 -0.033 0.0 0.0 0.0 -0.293
C -1.218 0.687 -0.088 0.0 0.0 0.0 0.196
C -1.233 2.047 0.146 0.0 0.0 0.0 -0.225
C -0.024 2.751 0.125 0.0 0.0 0.0 0.192
C 1.153 2.057 -0.176 0.0 0.0 0.0 -0.249
C 1.090 0.696 -0.398 0.0 0.0 0.0 0.282
N -0.070 0.048 -0.307 0.0 0.0 0.0 -0.661
C 2.221 -0.172 -0.822 0.0 0.0 0.0 0.100
C 3.542 0.249 -0.876 0.0 0.0 0.0 0.054
N 4.518 -0.547 -1.294 0.0 0.0 0.0 -0.297
C 4.192 -1.776 -1.660 0.0 0.0 0.0 0.031
C 2.878 -2.229 -1.597 0.0 0.0 0.0 0.034
N 1.901 -1.427 -1.183 0.0 0.0 0.0 -0.558
C 0.008 4.205 0.379 0.0 0.0 0.0 -0.100
C 1.056 4.775 1.094 0.0 0.0 0.0 -0.237
C 1.037 6.145 1.315 0.0 0.0 0.0 0.060
N 0.077 6.944 0.863 0.0 0.0 0.0 -0.357
C -0.917 6.395 0.174 0.0 0.0 0.0 0.061
C -1.005 5.036 -0.088 0.0 0.0 0.0 -0.236
H -5.375 -2.475 -0.587 0.0 0.0 0.0 0.241
H -3.052 -3.273 -1.089 0.0 0.0 0.0 0.220
H -3.906 1.216 0.471 0.0 0.0 0.0 0.228
H -2.154 2.574 0.346 0.0 0.0 0.0 0.251
H 2.082 2.600 -0.271 0.0 0.0 0.0 0.251
H 3.827 1.248 -0.572 0.0 0.0 0.0 0.226
H 4.985 -2.423 -2.011 0.0 0.0 0.0 0.240
H 2.614 -3.238 -1.884 0.0 0.0 0.0 0.221
H 1.855 4.175 1.509 0.0 0.0 0.0 0.222
H 1.830 6.618 1.882 0.0 0.0 0.0 0.217
H -1.681 7.072 -0.190 0.0 0.0 0.0 0.217
H -1.829 4.655 -0.677 0.0 0.0 0.0 0.222
N 0.479 -5.669 2.777 -0.1 0.0 0.0 -0.568
N 0.322 -5.165 1.518 0.0 0.0 0.0 0.216
N 0.028 -5.940 0.497 0.0 0.0 0.0 -0.214
C -0.144 -5.059 -0.473 0.0 0.0 0.0 0.158
N 0.041 -3.811 -0.024 0.0 0.0 0.0 -0.520
N 0.339 -3.900 1.273 0.0 0.0 0.0 -0.050
H 0.737 -6.648 2.716 0.0 0.0 0.0 0.419
H 1.125 -5.098 3.310 0.0 -0.1 0.0 0.409
H -0.394 -5.330 -1.485 0.0 0.0 0.0 0.249
```
Forces are in eV/Å.

E = -84740.61625 eV
charge = +2
LUMO = -7.297 eV
HOMO-LUMO gap = 7.0269 eV


[6]
The following is a quantum chemistry calculation of a 2-piece molecular cluster, CH6NO overall, from the OMol25 dataset.

The geometry in XYZ format:
```
9
Properties=species:S:1:pos:R:3:forces:R:3:nbo_charge:R:1
N -0.171 0.144 -1.659 -0.6 -0.6 0.0 -0.889
H -0.297 -0.808 -2.009 0.0 -0.1 0.0 0.442
H -1.045 0.639 -1.852 0.3 0.2 -0.3 0.447
H 0.630 0.535 -2.170 -0.3 0.2 0.6 0.457
H -0.102 0.103 -0.596 0.6 0.2 -0.3 0.480
O 0.321 0.305 0.968 0.0 0.1 -0.3 -0.589
C 0.238 -0.152 2.080 0.1 -0.4 0.7 0.360
H 0.970 0.099 2.860 0.0 0.2 -0.1 0.153
H -0.543 -0.867 2.378 -0.1 0.1 -0.2 0.140
```
Forces are in eV/Å.

E = -4664.63328 eV
energy above the lowest of the compared OMol25 structures with the same formula, charge and spin = 0.133 eV
charge = +1
LUMO = -3.833 eV
HOMO-LUMO gap = 11.3877 eV


Question: Which of these has the highest E?
Answer: CH6NO


Question: The lowest E belongs to which entry?
Answer: C19H15N11Zn


Question: Among the records above, which one has the highest E?
Answer: CH6NO


Question: What is the formula in the second record?
Answer: C3H3AgLiO3